# 1
Computed, not measured: C47H55GeHoN5S3Si3Te as an isolated structure, with ωB97M-V/def2-TZVPD.

Each line ends with the Löwdin charge.
Cartesian coordinates (Å):
N (12.2599, 11.7305, 14.1324)  0.040
C (16.2178, 12.2639, 16.6498)  -0.160
H (17.3257, 7.3716, 10.4628)  0.034
H (6.3588, 12.2336, 7.9515)  0.080
C (17.2417, 13.0021, 17.3056)  -0.047
C (10.8529, 13.1483, 10.6059)  -0.150
C (15.6932, 9.5859, 7.4715)  -0.229
H (16.2674, 8.8218, 7.9878)  0.001
H (13.1385, 19.1797, 7.6788)  0.093
S (14.8810, 18.9366, 10.7959)  0.896
H (13.9600, 7.1835, 11.1558)  -0.023
C (9.1661, 13.7608, 8.9177)  -0.056
H (12.0344, 10.3644, 15.6996)  0.129
H (16.9886, 12.8422, 7.7417)  0.010
C (12.0325, 9.3683, 8.4582)  -0.215
C (11.2133, 9.4118, 11.2912)  -0.226
H (11.6674, 8.9550, 13.8215)  0.070
H (13.0478, 11.9388, 7.7839)  0.007
H (20.0209, 15.4269, 11.6863)  0.120
C (12.6958, 10.5538, 14.8687)  -0.278
H (15.7242, 8.8680, 13.9738)  0.010
C (11.9827, 13.1826, 11.1389)  -0.165
C (10.1761, 14.6882, 14.1943)  -0.352
Si (16.5699, 9.5063, 11.6249)  0.319
C (14.0331, 11.9351, 7.3467)  -0.208
C (8.0200, 13.5337, 8.2003)  -0.081
C (13.7852, 19.2609, 8.5306)  -0.243
C (16.3656, 15.7002, 8.8943)  -0.020
S (8.6653, 11.2844, 14.5603)  0.767
N (12.5003, 14.4104, 13.9267)  -0.009
C (17.6711, 10.9112, 12.2413)  -0.232
C (12.6901, 9.2713, 14.0071)  -0.027
H (12.6470, 9.2563, 7.5962)  -0.006
Ho (13.9447, 12.8675, 12.5434)  1.218
N (15.9770, 13.8078, 13.2993)  -0.070
H (15.9940, 10.8286, 18.2330)  0.124
C (16.4050, 13.6504, 14.6086)  -0.244
C (13.3659, 7.3433, 10.2912)  -0.210
C (8.7188, 11.9108, 10.3764)  -0.045
C (14.4722, 10.5911, 16.7089)  0.006
H (14.0190, 16.7150, 14.7524)  0.081
Si (15.3360, 11.1313, 8.4763)  0.334
H (15.3268, 7.6272, 12.8476)  -0.012
C (10.0113, 11.9106, 15.2376)  -0.555
H (13.9250, 9.8196, 17.2273)  0.114
H (17.6501, 15.3517, 14.8355)  0.109
C (9.5840, 12.9376, 9.9644)  -0.266
C (14.0350, 11.0133, 15.4324)  -0.220
H (11.2179, 8.6388, 8.4322)  0.033
H (19.0208, 16.3894, 9.7287)  0.115
H (10.9972, 8.5226, 11.8673)  0.017
H (16.2658, 9.8687, 6.5894)  0.032
N (15.1067, 14.0180, 10.7140)  -0.013
C (11.2397, 13.8360, 14.1424)  -0.333
C (12.3893, 15.7056, 13.8109)  -0.608
H (18.7653, 14.4086, 13.3643)  0.098
C (14.7801, 20.2836, 8.6665)  -0.190
C (13.7421, 18.4276, 9.6190)  -1.066
H (17.5343, 8.8268, 9.4486)  -0.025
C (15.1611, 15.1402, 8.6148)  -0.078
H (15.0063, 20.9933, 7.8642)  0.104
H (17.1349, 12.7553, 9.4335)  0.003
H (18.6723, 8.5144, 10.7508)  0.024
H (17.5101, 12.8134, 18.3168)  0.099
H (9.0928, 14.4127, 14.2933)  0.105
C (18.2013, 14.6241, 12.4747)  -0.047
N (14.7048, 11.9454, 14.7853)  0.088
Ge (14.6150, 10.6060, 10.7424)  0.500
H (10.0591, 11.9697, 16.3018)  0.055
H (11.2401, 10.2968, 11.8856)  -0.023
H (14.6686, 15.4028, 7.6993)  0.107
C (14.5994, 14.2177, 9.5410)  -0.251
H (13.2238, 8.4635, 14.4629)  0.077
H (13.1792, 9.3562, 13.0318)  0.023
H (16.8621, 16.3661, 8.2064)  0.126
H (14.2371, 12.9619, 7.1237)  -0.003
C (15.6074, 11.1484, 17.2627)  0.016
C (17.2814, 14.4465, 15.3234)  -0.020
H (13.9770, 11.3927, 6.4100)  0.030
H (18.3290, 11.2703, 11.4553)  0.020
H (11.5500, 10.3272, 8.4024)  0.008
C (16.8399, 14.3746, 12.3675)  -0.234
C (18.3716, 15.7711, 10.3576)  -0.050
C (16.9686, 12.1404, 8.5483)  -0.202
C (13.5070, 16.7172, 13.8105)  -0.090
H (13.6125, 13.8261, 9.3309)  0.071
H (7.7532, 14.0721, 7.3461)  0.082
H (18.3444, 14.8421, 17.1312)  0.097
S (10.7544, 16.2537, 14.0315)  1.081
H (16.2366, 20.9180, 10.2319)  0.068
C (16.0976, 8.3415, 13.0712)  -0.233
C (17.0452, 15.3687, 10.0683)  -0.170
H (6.9149, 10.8000, 9.8778)  0.098
C (17.6233, 8.4336, 10.4497)  -0.215
C (15.7896, 12.5803, 15.3508)  -0.130
H (17.1399, 11.8376, 12.4517)  -0.026
C (17.7174, 14.1099, 16.6584)  -0.058
C (15.4537, 20.2551, 9.8796)  -0.407
H (13.1501, 17.7356, 13.6532)  0.069
Si (12.7917, 9.1762, 10.1988)  0.331
H (10.4221, 9.5752, 10.5372)  0.019
H (16.9510, 7.7037, 13.3798)  0.032
C (7.5467, 11.6530, 9.6544)  -0.074
C (11.1972, 12.3248, 14.4062)  -0.306
H (14.2667, 16.5094, 13.0525)  0.057
C (18.9341, 15.2878, 11.5006)  -0.094
Te (12.4063, 16.9087, 10.1012)  0.976
H (18.3559, 10.7001, 13.0960)  0.047
H (14.7331, 9.2048, 7.1122)  0.011
H (12.4744, 6.7101, 10.4263)  0.030
H (9.8269, 14.6141, 8.6952)  0.104
H (17.8165, 11.4339, 8.4568)  0.037
C (16.3040, 14.6069, 11.0327)  -0.152
C (7.2090, 12.4342, 8.5393)  -0.081
H (9.0097, 11.2426, 11.1669)  0.072
H (13.8898, 7.1692, 9.3940)  0.002

As for the orbital gap (spin up / spin down): 4.984 / 4.359 eV. Its spin multiplicity is 6. The HOMO energy (spin up / spin down) comes out at -6.35 / -6.32 eV. The expectation value of S² is 8.764.


# 2
Computed, not measured: C47H55N5P2Ti as an isolated structure, with ωB97M-V/def2-TZVPD.

Each line ends with the Löwdin charge.
Cartesian coordinates (Å):
C (-1.1755, 3.3274, -1.1447)  -0.223
C (-2.4313, -1.9512, -0.4365)  -0.230
H (5.3650, -1.5506, 3.8114)  0.106
C (-0.2910, -3.6522, 5.2547)  -0.090
H (3.1108, 3.3419, 0.4515)  0.014
H (4.6301, 2.6616, 1.0802)  0.047
H (-1.8912, 3.9622, -4.0784)  0.095
N (-1.5874, -0.0848, -4.3701)  0.057
C (-2.2149, -3.0817, -1.2365)  -0.201
C (-0.5037, 0.8732, 3.2243)  -0.279
H (-4.4178, -0.6765, 1.7917)  0.087
C (2.3003, 0.5402, 2.6536)  -0.393
N (1.3036, -0.8797, -1.6485)  -0.093
H (0.0205, 5.9388, -2.9363)  0.112
H (1.1896, 2.9696, 3.8607)  0.047
H (1.4700, -2.2259, -0.0480)  0.068
C (-1.0611, -0.0002, -3.3419)  -0.315
C (3.9009, 2.6127, 0.2694)  -0.262
C (-1.2555, -5.2854, 3.7649)  -0.082
H (5.2104, -0.7991, 1.4763)  0.093
H (0.5139, -1.8929, 4.3293)  0.089
H (4.3948, 2.8821, -0.6658)  0.038
C (1.7305, 0.7692, -3.3348)  -0.283
H (2.1256, 3.4206, 2.4280)  0.024
H (-2.8428, -0.0036, 1.3632)  0.056
N (1.1155, 1.6738, -2.4101)  0.049
C (2.6183, -2.9105, -1.7114)  -0.094
C (-0.9283, -4.8777, 5.0588)  -0.090
H (0.4444, -1.4470, 1.8751)  0.037
H (3.0275, 0.4448, -6.4335)  0.103
C (3.0345, -1.0785, -4.9402)  -0.038
C (-0.3261, 5.3754, -2.0761)  -0.051
H (0.0243, 6.9801, -0.6930)  0.101
H (5.5915, 0.4671, -0.3583)  0.043
P (3.1966, 0.9037, 0.0587)  0.898
C (-4.4856, -0.2690, -1.3694)  -0.006
H (-0.4654, -2.5896, -2.4096)  0.053
C (-3.1324, -2.0702, 0.7715)  -0.227
H (-3.9016, -5.3737, 0.6334)  0.105
C (-3.6531, -3.3037, 1.1427)  -0.061
C (-3.8682, 2.5392, -1.6829)  -0.010
H (-4.5359, -1.3485, -1.4845)  0.087
H (-2.9909, -1.1535, 2.7031)  0.080
H (1.9268, 2.1228, -4.9744)  0.109
H (1.0514, 2.6062, -2.7893)  0.085
C (4.6435, 0.2051, -0.8346)  -0.270
H (-1.0134, 5.7726, 1.2036)  0.111
H (-1.8543, 3.7033, 2.1756)  0.073
C (-1.4589, -3.0198, -2.5370)  -0.027
C (0.0075, -2.8401, 4.1793)  -0.038
C (-1.3343, 3.9698, 0.0932)  -0.215
C (-3.4811, -4.4189, 0.3427)  -0.096
C (-0.9640, -4.4808, 2.6827)  -0.039
H (-5.1228, 0.0153, -0.5268)  0.087
H (3.5931, -3.4206, -3.5717)  0.103
C (4.5274, -0.9409, 3.4961)  -0.074
C (-3.0700, 0.2143, -1.1834)  -0.315
H (-1.3405, -4.0223, -2.9486)  0.082
N (-2.0145, -0.6443, -0.8679)  -0.041
H (4.5525, -0.8795, -0.9208)  0.035
C (3.0006, -2.6959, -3.0287)  -0.036
C (-0.8978, 5.2810, 0.2432)  -0.057
H (-3.4725, 3.5520, -1.7290)  0.081
H (-1.2202, -4.7940, 1.6773)  0.100
H (-0.1579, 3.8587, -4.3310)  0.081
C (2.6478, -1.4543, -3.6406)  -0.166
H (-4.9130, 0.1808, -2.2667)  0.083
H (-1.9046, 2.2120, 1.1965)  0.037
H (-0.0218, -3.3411, 6.2569)  0.100
H (-1.9799, -2.4053, -3.2688)  0.064
C (-0.3420, 5.9692, -0.8254)  -0.082
C (3.3467, 0.2372, 1.7501)  -0.390
C (-3.3524, -0.9015, 1.7024)  -0.030
C (-0.0662, -2.3929, 1.7567)  0.087
C (-2.7838, 1.5462, -1.3594)  -0.318
C (3.5569, -0.5606, 4.4106)  -0.078
H (-0.3653, -2.7041, 0.7671)  0.052
C (-2.0946, 3.2834, 1.1977)  -0.047
H (-0.1092, 0.7440, 4.2312)  0.028
C (-0.7816, 4.0715, -2.2637)  -0.233
H (-0.9466, -0.0671, 2.9012)  0.000
C (2.1219, 1.1212, -4.6062)  -0.029
H (-1.1551, -5.5125, 5.9064)  0.098
C (1.1562, 3.0656, 2.7732)  -0.253
H (-4.3244, 2.3101, -2.6503)  0.090
C (-0.3347, -3.2240, 2.8573)  -0.282
C (4.4304, -0.5269, 2.1765)  -0.084
C (1.7805, -2.0291, -1.0601)  -0.170
C (2.7444, 0.1750, -5.4240)  -0.080
H (-4.2044, -3.3805, 2.0741)  0.119
H (3.5590, -1.7994, -5.5566)  0.110
H (1.6589, 1.6983, -1.5372)  0.017
N (-1.4663, 1.9338, -1.2372)  -0.061
H (3.6460, -0.8501, 5.4502)  0.106
H (-1.0637, 2.4627, -3.7039)  0.039
C (-0.9678, 3.5443, -3.6664)  -0.038
H (4.6318, 0.6182, -1.8441)  0.043
H (1.7235, 0.4643, 4.7317)  0.089
C (-2.7527, -4.3003, -0.8299)  -0.050
H (-4.6617, 2.5070, -0.9330)  0.087
C (2.4588, 0.1757, 3.9913)  -0.112
H (-3.1684, 3.4188, 1.0354)  0.092
C (1.8995, -0.5440, -2.8725)  -0.227
H (2.9480, -3.7940, -1.1784)  0.106
P (0.7831, 1.4180, 2.0189)  0.912
Ti (-0.3596, 0.2934, -1.4060)  0.913
H (-1.2873, 1.6278, 3.2648)  0.032
H (0.4010, 3.7995, 2.4910)  0.014
H (-1.7355, -6.2438, 3.6106)  0.103
H (-2.6108, -5.1683, -1.4644)  0.109

As for the orbital gap (spin up / spin down): 5.295 / 6.297 eV. Its spin multiplicity is 3. The energy above the lowest of the compared OMol25 structures with the same formula, charge and spin is 38.2 kcal/mol. The HOMO energy (spin up / spin down) comes out at -5.37 / -6.80 eV. The expectation value of S² is 2.435.


| no. | energy (eV) |
| --- | --- |
| 1 | -202828.7337 |
| 2 | -98775.2752 |